No. 1
Computed, not measured: a structure of composition C26H22AsF6IMoN5O3, with the ωB97M-V functional and the def2-TZVPD basis.

Computed properties:
* E_tot: -4703.97455 hartree
* energy above the lowest of the compared OMol25 structures with the same formula, charge and spin: 3.6 kcal/mol
* orbital gap (spin up / spin down): 7.1 / 6.1 eV

```
! RIJCOSX wB97M-V def2-TZVPD def2/J DEFGRID3
* xyz 2 4
Mo 0.1446 0.5193 -0.8600
C 1.9071 -3.7365 -1.1464
C 1.6304 -3.3429 0.2466
N 1.7959 -4.2155 1.2269
C 1.4776 -3.8383 2.4519
C 0.9700 -2.5548 2.8316
C 0.6091 -2.3492 4.2867
O 1.1472 -1.1452 4.8088
C 0.8257 -1.5921 1.8499
C 0.2926 -0.2778 2.2003
N -0.0742 0.6526 1.3905
C -0.7642 1.7671 1.9897
C -1.5483 1.5906 3.1300
C -2.2082 2.6614 3.7092
C -2.1198 3.9260 3.1487
C -1.4002 4.1104 1.9782
C -0.7449 3.0318 1.4077
I 0.1847 3.3377 -0.4330
C 1.1513 -1.9842 0.5201
O 1.0665 -1.2152 -0.4870
H 2.2017 -4.7800 -1.1839
H 2.6987 -3.1083 -1.5669
H 1.0178 -3.5585 -1.7585
H 1.6427 -4.5710 3.2371
H 0.9196 -3.2180 4.8664
H -0.4810 -2.2990 4.3673
H 1.9123 -1.3357 5.3614
H 0.1974 -0.1082 3.2658
H -1.6839 0.6035 3.5517
H -2.8113 2.4968 4.5917
H -2.6362 4.7639 3.5975
H -1.3652 5.0863 1.5120
O 2.0791 0.8054 -4.5137
C 1.7664 0.7686 -3.3486
N 0.5157 0.5438 -2.8472
C -0.5662 0.4409 -3.8106
C -1.8075 0.9002 -3.1220
C -3.0055 1.1233 -3.7800
C -4.1000 1.5547 -3.0603
C -3.9841 1.7456 -1.6850
C -2.7793 1.4905 -1.0862
N -1.7043 1.0852 -1.7950
C 2.7543 1.0140 -2.2479
C 4.0942 1.2358 -2.4916
C 4.9322 1.4608 -1.4120
C 4.4014 1.4567 -0.1267
C 3.0515 1.2341 0.0409
N 2.2428 1.0189 -1.0083
H -0.3507 1.0531 -4.6874
H -0.6980 -0.5911 -4.1501
H -3.0623 0.9576 -4.8473
H -5.0418 1.7387 -3.5597
H -4.8239 2.0676 -1.0865
H -2.6493 1.5847 -0.0170
H 4.4400 1.2247 -3.5163
H 5.9884 1.6402 -1.5654
H 5.0239 1.6303 0.7396
H 2.5934 1.2364 1.0209
F -1.5015 -0.7895 -0.1230
As -2.2494 -2.3269 -0.9113
F -2.8293 -3.7327 -1.6446
F -3.2909 -2.3597 0.4352
F -3.3065 -1.2780 -1.7590
F -1.0518 -3.2044 0.0078
F -1.0365 -2.0466 -2.1338
*
```

These are the Löwdin partial charges, in e, on atoms 1 to 6:
1. Mo 1.63
2. C 0.03
3. C -0.19
4. N 0.18
5. C 0.02
6. C -0.05

=====

No. 2
Computed, not measured: a structure of composition C26H22BCl2N8O2RhS2 in a non-equilibrium geometry, with the ωB97M-V functional and the def2-TZVPD basis.

Computed properties:
* E_tot: -3444.78655 hartree
* orbital gap (spin up / spin down): 5.2 / 5.2 eV

```
! RIJCOSX wB97M-V def2-TZVPD def2/J DEFGRID3
* xyz 0 1
Rh 0.1993 0.0952 -0.8560
Cl -1.4565 -6.5771 -2.4046
C -1.4635 -4.9192 -1.9498
C -0.2943 -4.1931 -1.9968
C -0.2865 -2.8460 -1.5987
N 0.8143 -2.1171 -1.4651
C 1.8825 -1.9450 -2.2936
O 2.9800 -2.4496 -2.1967
C 1.5159 -0.9045 -3.3274
C 1.9852 -0.9839 -4.6313
C 1.5744 -0.0344 -5.5502
C 0.6872 0.9569 -5.1385
C 0.2613 0.9700 -3.8229
N 0.6746 0.0758 -2.9300
C -1.5349 -2.2141 -1.2329
C -2.6972 -2.9982 -1.1450
C -2.6605 -4.3264 -1.5007
Cl -4.0963 -5.2712 -1.4029
N -1.5015 -0.8966 -1.0195
C -2.4643 -0.3179 -0.1402
O -3.6395 -0.1191 -0.4305
C -1.8292 -0.1316 1.1381
C -2.5488 -0.1627 2.3404
C -1.8912 -0.3673 3.5213
C -0.4955 -0.5814 3.4787
C 0.1641 -0.4591 2.2810
N -0.4423 -0.1526 1.1333
H 0.6366 -4.6581 -2.2812
H 2.6618 -1.7802 -4.9047
H 1.9381 -0.0569 -6.5654
H 0.3362 1.7129 -5.8226
H -0.4196 1.7323 -3.4639
H -3.6242 -2.5360 -0.8407
H -3.6227 -0.0889 2.2880
H -2.4252 -0.4185 4.4563
H 0.0504 -0.8460 4.3693
H 1.2313 -0.6199 2.2405
C -3.4911 2.9486 0.4840
N -2.2795 2.9242 1.2527
C -2.1600 3.0925 2.6023
C -0.8324 3.0981 2.8839
N -0.1333 2.9473 1.7243
B 1.3925 3.2439 1.5759
N 2.2211 1.9736 1.9342
C 2.7362 1.6919 3.1615
C 3.5114 0.5790 3.0692
N 3.4697 0.1737 1.7645
C 4.1184 -0.9717 1.1895
C 2.6692 1.0378 1.0935
S 2.3732 0.8717 -0.5786
C -1.0317 2.8192 0.7380
S -0.7454 2.5636 -0.9170
H -4.3337 2.6894 1.1184
H -3.4322 2.2306 -0.3342
H -3.6454 3.9470 0.0701
H -3.0114 3.2008 3.2401
H -0.3309 3.2012 3.8232
H 1.6557 4.0714 2.3858
H 1.6221 3.5438 0.4555
H 2.5214 2.3011 4.0145
H 4.0798 0.0541 3.8095
H 4.2887 -1.7203 1.9602
H 5.0762 -0.6938 0.7451
H 3.4921 -1.3892 0.3988
*
```

These are the Löwdin partial charges, in e, on atoms 1 to 6:
1. Rh 0.81
2. Cl 0.65
3. C -0.72
4. C -0.05
5. C -0.26
6. N 0.06

=====

No. 3
Computed, not measured: a structure of composition C26H22ClMnN4O8S2 in a non-equilibrium geometry, with the ωB97M-V functional and the def2-TZVPD basis.

Computed properties:
* E_tot: -4232.60504 hartree
* energy above the lowest of the compared OMol25 structures with the same formula, charge and spin: 14.2 kcal/mol
* orbital gap (spin up / spin down): 5.8 / 8.0 eV

```
! RIJCOSX wB97M-V def2-TZVPD def2/J DEFGRID3
* xyz 0 5
Mn 1.1115 -1.0203 -0.0291
O 3.9731 0.4200 4.8636
C 3.1088 1.4025 4.7152
O 3.0333 2.3126 5.4982
C 2.2172 1.3504 3.5079
C 1.3275 2.3438 3.1348
Cl 0.9229 3.7141 4.0407
N 0.7362 1.9848 1.9636
N 1.2084 0.7834 1.5703
C 2.0850 0.3951 2.4857
C 2.6776 -0.9740 2.3124
O 3.6103 -1.3578 2.9919
O 2.0929 -1.6671 1.4002
C -0.2121 2.6926 1.1377
C -0.3611 4.0740 1.2010
C -1.2788 4.7045 0.3736
C -2.0440 3.9800 -0.5246
C -1.8854 2.6049 -0.5888
C -0.9795 1.9634 0.2372
H 3.9002 -0.2844 4.1667
H 0.2342 4.6770 1.8612
H -1.3821 5.7805 0.4293
H -2.7513 4.4840 -1.1710
H -2.4735 2.0175 -1.2841
H -0.8839 0.8963 0.1814
S 1.1894 -3.4242 -1.0157
C 2.6588 -2.7594 -1.6518
C 3.5434 -3.4745 -2.4634
C 4.6655 -2.8295 -2.9427
C 4.8893 -1.4962 -2.6069
C 3.9775 -0.8649 -1.7913
N 2.8864 -1.4816 -1.3291
H 3.3239 -4.5062 -2.7010
H 5.3649 -3.3563 -3.5795
H 5.7494 -0.9590 -2.9807
H 4.1120 0.1668 -1.4927
C -2.2913 -0.3937 3.4144
C -2.6044 -0.8607 2.0169
C -2.0244 -2.0228 1.5031
C -2.3198 -2.4482 0.2172
C -3.1768 -1.6917 -0.5679
C -3.7964 -0.5588 -0.0653
C -3.5080 -0.1517 1.2303
S -3.4343 -2.1619 -2.2573
O -3.3809 -3.5878 -2.3724
O -4.5833 -1.4359 -2.7219
N -2.0784 -1.5824 -2.9807
C -2.0502 -0.1454 -3.2540
C -0.6620 0.4285 -3.5374
C 0.4054 0.2906 -2.4659
O 1.4805 0.8422 -2.5917
O 0.0748 -0.4173 -1.4097
H -1.4246 -0.9134 3.8235
H -3.1379 -0.5856 4.0777
H -2.1033 0.6813 3.4279
H -1.3928 -2.6283 2.1424
H -1.9547 -3.3896 -0.1715
H -4.5081 -0.0289 -0.6865
H -3.9803 0.7355 1.6362
H -1.7209 -2.2009 -3.6977
H -2.4631 0.3441 -2.3699
H -2.7022 0.0963 -4.0957
H -0.7642 1.4991 -3.7146
H -0.2463 -0.0055 -4.4497
*
```

These are the Löwdin partial charges, in e, on atoms 1 to 6:
1. Mn 0.95
2. O 0.14
3. C -0.50
4. O 0.08
5. C -0.04
6. C -0.55

=====

E_tot of number 3 (C26H22ClMnN4O8S2)?
-4232.60504 hartree

=====

Which value of E_tot does entry 1 give?
-4703.97455 hartree

=====

Repeat the first record exactly.
Computed, not measured: a structure of composition C26H22AsF6IMoN5O3, with the ωB97M-V functional and the def2-TZVPD basis.

Computed properties:
* E_tot: -4703.97455 hartree
* energy above the lowest of the compared OMol25 structures with the same formula, charge and spin: 3.6 kcal/mol
* orbital gap (spin up / spin down): 7.1 / 6.1 eV

```
! RIJCOSX wB97M-V def2-TZVPD def2/J DEFGRID3
* xyz 2 4
Mo 0.1446 0.5193 -0.8600
C 1.9071 -3.7365 -1.1464
C 1.6304 -3.3429 0.2466
N 1.7959 -4.2155 1.2269
C 1.4776 -3.8383 2.4519
C 0.9700 -2.5548 2.8316
C 0.6091 -2.3492 4.2867
O 1.1472 -1.1452 4.8088
C 0.8257 -1.5921 1.8499
C 0.2926 -0.2778 2.2003
N -0.0742 0.6526 1.3905
C -0.7642 1.7671 1.9897
C -1.5483 1.5906 3.1300
C -2.2082 2.6614 3.7092
C -2.1198 3.9260 3.1487
C -1.4002 4.1104 1.9782
C -0.7449 3.0318 1.4077
I 0.1847 3.3377 -0.4330
C 1.1513 -1.9842 0.5201
O 1.0665 -1.2152 -0.4870
H 2.2017 -4.7800 -1.1839
H 2.6987 -3.1083 -1.5669
H 1.0178 -3.5585 -1.7585
H 1.6427 -4.5710 3.2371
H 0.9196 -3.2180 4.8664
H -0.4810 -2.2990 4.3673
H 1.9123 -1.3357 5.3614
H 0.1974 -0.1082 3.2658
H -1.6839 0.6035 3.5517
H -2.8113 2.4968 4.5917
H -2.6362 4.7639 3.5975
H -1.3652 5.0863 1.5120
O 2.0791 0.8054 -4.5137
C 1.7664 0.7686 -3.3486
N 0.5157 0.5438 -2.8472
C -0.5662 0.4409 -3.8106
C -1.8075 0.9002 -3.1220
C -3.0055 1.1233 -3.7800
C -4.1000 1.5547 -3.0603
C -3.9841 1.7456 -1.6850
C -2.7793 1.4905 -1.0862
N -1.7043 1.0852 -1.7950
C 2.7543 1.0140 -2.2479
C 4.0942 1.2358 -2.4916
C 4.9322 1.4608 -1.4120
C 4.4014 1.4567 -0.1267
C 3.0515 1.2341 0.0409
N 2.2428 1.0189 -1.0083
H -0.3507 1.0531 -4.6874
H -0.6980 -0.5911 -4.1501
H -3.0623 0.9576 -4.8473
H -5.0418 1.7387 -3.5597
H -4.8239 2.0676 -1.0865
H -2.6493 1.5847 -0.0170
H 4.4400 1.2247 -3.5163
H 5.9884 1.6402 -1.5654
H 5.0239 1.6303 0.7396
H 2.5934 1.2364 1.0209
F -1.5015 -0.7895 -0.1230
As -2.2494 -2.3269 -0.9113
F -2.8293 -3.7327 -1.6446
F -3.2909 -2.3597 0.4352
F -3.3065 -1.2780 -1.7590
F -1.0518 -3.2044 0.0078
F -1.0365 -2.0466 -2.1338
*
```

These are the Löwdin partial charges, in e, on atoms 1 to 6:
1. Mo 1.63
2. C 0.03
3. C -0.19
4. N 0.18
5. C 0.02
6. C -0.05

=====

Which formula does entry 1 have?
C26H22AsF6IMoN5O3